Density functional theory data (ωB97M-V/def2-TZVPD) for 3 unconnected molecules or ions with the total composition C2H8O4 in a non-equilibrium geometry.

Summary:
maximum force: 4.17 eV/Å
E_LUMO: 0.561 eV

Each atom is followed by the atoms it is bonded to, with distances in Å.
Atoms and positions in Å:
1 C -2.85 -0.53 1.31  C2 1.518, H5 1.091, H6 1.081, H7 1.074
2 C -1.65 -0.53 0.38  C1 1.518, O3 1.259, O4 1.365
3 O -1.56 0.02 -0.75  C2 1.259
4 O -0.59 -1.17 0.94  C2 1.365, H8 1.004
5 H -2.55 -0.43 2.35  C1 1.091
6 H -3.43 -1.45 1.31  C1 1.081
7 H -3.60 0.12 0.89  C1 1.074
8 H 0.27 -1.26 0.42  O4 1.004
9 O 2.64 -1.12 -0.06  H10 0.914, H11 0.965
10 H 3.10 -1.69 -0.61  O9 0.914
11 H 2.50 -0.24 -0.42  O9 0.965
12 O 2.47 2.42 -1.96  H13 0.973, H14 0.984
13 H 3.15 2.67 -1.31  O12 0.973
14 H 2.10 3.15 -2.51  O12 0.984

These are the Löwdin partial charges, in e, on atoms 1 to 2: atom 1 (C): 0.004, atom 2 (C): -0.496

=====

Density functional theory data (ωB97M-V/def2-TZVPD) for 2 unconnected molecules or ions with the total composition C2H8O6 in a non-equilibrium geometry.

Summary:
maximum force: 2.62 eV/Å
E_LUMO: 0.624 eV

Each atom is followed by the atoms it is bonded to, with distances in Å.
Atoms and positions in Å:
1 C 1.63 0.15 -1.57  O2 1.423, H5 1.092, H6 1.093, H7 1.088
2 O 0.58 0.00 -2.53  C1 1.423, O3 1.393
3 O -0.37 -0.92 -2.10  O2 1.393, O4 1.415
4 O -1.36 -0.27 -1.31  O3 1.415, H8 0.971
5 H 2.14 -0.80 -1.41  C1 1.092
6 H 1.25 0.54 -0.63  C1 1.093
7 H 2.30 0.86 -2.04  C1 1.088
8 H -1.98 0.11 -1.95  O4 0.971
9 O 0.78 0.91 1.60  C10 1.375, H13 1.032
10 C -0.51 0.67 1.99  O9 1.375, O11 1.470, H14 1.102, H15 1.095
11 O -0.52 -0.80 1.96  C10 1.470, O12 1.413
12 O -1.68 -1.33 1.34  O11 1.413, H16 0.978
13 H 1.20 0.05 1.97  O9 1.032
14 H -0.71 0.98 3.03  C10 1.102
15 H -1.22 1.06 1.25  C10 1.095
16 H -1.54 -1.21 0.38  O12 0.978

These are the Löwdin partial charges, in e, on atoms 1 to 2: atom 1 (C): -0.058, atom 2 (O): -0.140

=====

| no. | HOMO energy (eV) | HOMO-LUMO gap (eV) | E (a.u.) |
| --- | --- | --- | --- |
| 1 | -10.167 | 10.7278 | -381.9581 |
| 2 | -10.337 | 10.9607 | -532.1230 |